(1)
9
Properties=species:S:1:pos:R:3 method="wB97M-V/def2-TZVPD" e_lumo_ev=0.11 largest_force_ev_per_a=1.91 orbital_gap_ev=10.306 de_lowest_kcal_mol=54.5 total_charge=0
O -1.5647 1.5633 0.3911
C -0.6229 0.8260 0.3526
C -0.5932 -0.6501 -0.0317
N 0.7980 -1.1607 0.0980
C 1.3362 -0.0316 0.0029
O 0.6819 1.1459 0.5399
H -1.2828 -1.2280 0.5426
H -0.7694 -0.7264 -1.1190
H 2.0171 0.2698 -0.7740

(2)
9
Properties=species:S:1:pos:R:3 method="wB97M-V/def2-TZVPD" e_lumo_ev="-1.01 / -1.01" largest_force_ev_per_a=1.91 orbital_gap_ev="7.969 / 7.969" de_lowest_kcal_mol=145.8 total_charge=0
C -0.7457 0.3413 0.3522
C -0.5717 1.5216 -0.1251
C -0.7550 -0.6427 1.2405
N 1.4588 -0.8795 -1.2866
O 0.4107 -0.4545 -1.7009
O -0.2701 2.5286 -0.6591
H 1.9492 -0.0720 -0.8365
H -1.4317 -1.4744 0.9816
H -0.0445 -0.8682 2.0339

(3)
9
Properties=species:S:1:pos:R:3 method="wB97M-V/def2-TZVPD" e_lumo_ev=0.60 largest_force_ev_per_a=1.72 orbital_gap_ev=9.328 de_lowest_kcal_mol=72.9 total_charge=0
O 0.0178 1.8669 -0.2270
C 0.4370 0.8018 0.5249
C -1.3752 -1.1159 -0.0494
O -2.4228 -0.6915 0.0476
C 1.1203 -0.2416 0.0863
N 1.4173 -1.3595 -0.3437
H 0.0784 1.6366 -1.1635
H 0.2417 0.9172 1.5835
H 0.4854 -1.8139 -0.4587

(4)
9
Properties=species:S:1:pos:R:3 method="wB97M-V/def2-TZVPD" e_lumo_ev=0.57 largest_force_ev_per_a=1.41 orbital_gap_ev=10.750 de_lowest_kcal_mol=43.8 total_charge=0
O 0.9820 1.0200 3.0807
C 1.1590 1.0138 1.9587
C 0.6334 -0.0638 -1.3548
N -0.0166 -0.9293 -0.7012
C -1.2198 -0.6126 -0.0671
O -1.3060 -0.1973 1.0628
H 0.2919 0.9675 -1.4962
H 1.5865 -0.3416 -1.8080
H -2.1104 -0.8567 -0.6748

(5)
9
Properties=species:S:1:pos:R:3 method="wB97M-V/def2-TZVPD" e_lumo_ev=-0.02 largest_force_ev_per_a=1.32 orbital_gap_ev=11.687 de_lowest_kcal_mol=37.2 total_charge=0
C 0.5399 -1.0157 -0.4919
O -0.0261 -0.5590 0.7440
C -0.6865 0.5921 0.8477
O -1.4985 0.8096 1.7035
C -0.3204 1.6804 -0.0959
N -0.0937 2.6358 -0.7091
H 0.8114 -0.1932 -1.1590
H 1.4294 -1.5914 -0.2307
H -0.1883 -1.6696 -0.9822

(6)
9
Properties=species:S:1:pos:R:3 method="wB97M-V/def2-TZVPD" s_squared=2.017 e_lumo_ev="0.32 / -1.52" largest_force_ev_per_a=3.46 orbital_gap_ev="8.047 / 8.930" de_lowest_kcal_mol=2.7 spin_multiplicity=3 total_charge=0
C 1.6624 -0.0995 1.7773
C 1.5035 0.6571 0.6842
C -0.6614 0.3542 -1.3696
N 1.0430 -0.7449 2.6658
O 1.9097 1.4281 -0.1474
O -0.1314 -0.3355 -0.5604
H -1.7103 0.6303 -1.4881
H -0.1495 0.6314 -2.3572
H 1.6914 -1.2905 3.1845